(1)
A gas-phase ion, C3H3O3 (charge +1) at a distorted geometry, computed with the ωB97M-V functional and the def2-TZVPD basis.

```
9
Properties=species:S:1:pos:R:3
C -2.10436 -0.28630 -0.08869
C 0.06094 0.05490 0.50843
C 1.07033 -0.19772 -0.26755
O -3.23480 -0.10772 -0.06448
O 2.24104 0.26237 -0.34872
O -0.96113 -0.45744 -0.16739
H -0.45853 0.75386 1.25093
H 0.84758 -0.94253 -1.05513
H 2.53893 0.92058 0.23260
```

Values from the calculation:
Gap between HOMO and LUMO = 10.197 eV
HOMO = -14.87 eV
Electronic energy = -9290.37008 eV
Energy relative to the best compared isomer or geometry (same formula, charge and spin) = 58.85 kcal per mole
Multiplicity = 1
Total charge = +1

These are the Löwdin partial charges, in e, on atoms 1 to 5: -0.137, -0.019, -0.166, 0.402, 0.195

---

(2)
2 unconnected molecules or ions with the total composition C3H3O3 at a distorted geometry, computed with the ωB97M-V functional and the def2-TZVPD basis.

```
9
Properties=species:S:1:pos:R:3
C 0.08160 -0.26726 -3.01146
C 0.10694 -0.62235 0.12580
C 0.12109 0.49780 1.14785
O -0.60657 -0.37993 -3.87198
O 0.16644 0.18781 2.35593
O -0.45428 -0.31710 -0.96704
H 0.34642 -1.59478 0.37492
H 0.06769 1.52439 0.75193
H 0.17067 0.97143 3.09405
```

Values from the calculation:
Gap between HOMO and LUMO (spin up / spin down) = 7.736 / 7.737 eV
HOMO (spin up / spin down) = -15.46 / -15.46 eV
Electronic energy = -9290.63084 eV
Energy relative to the best compared isomer or geometry (same formula, charge and spin) = 52.84 kcal per mole
Multiplicity = 1
Total charge = +1

These are the Löwdin partial charges, in e, on atoms 1 to 5: 0.020, -0.046, 0.064, 0.146, 0.224

---

(3)
A molecular structure, C3H3O3Pm at a distorted geometry, computed with the ωB97M-V functional and the def2-TZVPD basis.

```
10
Properties=species:S:1:pos:R:3
H -1.29771 2.84933 -1.21518
O -1.31465 1.53427 0.79723
C -0.52859 1.39560 -0.11264
O -0.57132 2.21544 -1.23091
O 0.42146 0.55671 -0.27703
Pm 1.51921 1.11813 -2.29769
H 0.30732 -1.64154 0.52347
C 0.52751 -2.62612 1.30279
C -0.22723 -2.89407 0.33952
H 1.16400 -2.50774 2.17043
```

Values from the calculation:
Gap between HOMO and LUMO (spin up / spin down) = 7.066 / 7.347 eV
HOMO (spin up / spin down) = -12.88 / -13.08 eV
Electronic energy = -25845.79481 eV
Energy relative to the best compared isomer or geometry (same formula, charge and spin) = 56.18 kcal per mole
Multiplicity = 6
Total charge = +1

These are the Löwdin partial charges, in e, on atoms 1 to 5: 0.138, 0.140, -0.786, -0.063, -0.233

---

(4)
A molecular structure, C3H3O3Pt at a distorted geometry, computed with the ωB97M-V functional and the def2-TZVPD basis.

```
10
Properties=species:S:1:pos:R:3
O 0.21329 -0.63738 0.98296
O -1.33250 -0.25529 -1.22736
C -0.39229 0.64162 -1.52569
C 0.61640 0.95769 -0.58607
O 0.45315 -1.77501 3.31265
C 0.11009 -1.73045 2.19407
Pt -1.20408 -1.12744 0.19219
H -0.40102 1.10603 -2.52280
H 0.31688 1.69560 0.17783
H 1.62008 1.12461 -0.99778
```

Values from the calculation:
Gap between HOMO and LUMO (spin up / spin down) = 7.086 / 6.442 eV
HOMO (spin up / spin down) = -7.01 / -8.32 eV
Electronic energy = -12537.05840 eV
Energy relative to the best compared isomer or geometry (same formula, charge and spin) = 72.43 kcal per mole
Multiplicity = 4
Total charge = 0

These are the Löwdin partial charges, in e, on atoms 1 to 5: -0.551, -0.433, -0.259, -0.020, 0.089

---

(5)
A molecular structure, C3H3O3S at a distorted geometry, computed with the ωB97M-V functional and the def2-TZVPD basis.

```
10
Properties=species:S:1:pos:R:3
C -0.26025 -0.22201 0.00709
C 0.92277 -1.68684 -0.28678
C 0.26980 1.12453 0.15691
O 1.92032 -1.25941 -0.80495
O 0.44837 -2.68886 0.16717
O -2.56750 0.80086 0.21975
S -1.83767 -0.48954 -0.02663
H -0.16304 1.66541 -0.56904
H -0.12735 1.61510 1.12380
H 1.39455 1.14076 0.01267
```

Values from the calculation:
Gap between HOMO and LUMO = 8.271 eV
HOMO = -4.45 eV
Electronic energy = -20137.55662 eV
Energy relative to the best compared isomer or geometry (same formula, charge and spin) = 21.13 kcal per mole
Multiplicity = 1
Total charge = -1

These are the Löwdin partial charges, in e, on atoms 1 to 5: -0.500, -0.701, -0.172, -0.007, -0.014

---

(6)
A molecular structure, C3H3O3Sm at a distorted geometry, computed with the ωB97M-V functional and the def2-TZVPD basis.

```
10
Properties=species:S:1:pos:R:3
C 0.36005 0.87992 -1.42786
C -0.77141 1.47850 -1.22864
O 1.42328 0.54942 -1.92301
H -1.67494 1.06072 -1.68559
H -0.78315 2.42184 -0.67261
H 1.88359 -0.21417 -1.50568
O -1.40211 -0.12143 1.44148
C -0.52458 -0.84955 1.62763
Sm 1.32524 -3.53469 3.26775
O 0.16404 -1.67056 2.10655
```

Values from the calculation:
Gap between HOMO and LUMO (spin up / spin down) = 9.369 / 9.568 eV
HOMO (spin up / spin down) = -22.17 / -22.17 eV
Electronic energy = -27172.71228 eV
Energy relative to the best compared isomer or geometry (same formula, charge and spin) = 0.00 kcal per mole
Multiplicity = 7
Total charge = +3

These are the Löwdin partial charges, in e, on atoms 1 to 5: -0.036, 0.203, 0.331, 0.152, 0.152

---

(7)
A molecular structure, C3H3O3Sr at a distorted geometry, computed with the ωB97M-V functional and the def2-TZVPD basis.

```
10
Properties=species:S:1:pos:R:3
H -0.11862 3.44322 -0.06205
O 1.80114 0.14949 0.38402
C 1.46280 -1.08063 0.52677
C 0.23021 -1.59258 0.11176
O -0.49511 -0.58554 -0.66064
C -1.53753 -1.21788 -0.02852
O -2.59090 -0.46858 -0.25739
Sr 0.45205 1.61223 -0.38830
H 2.22433 -1.79581 0.86733
H -3.16620 -0.45153 0.51830
```

Values from the calculation:
Gap between HOMO and LUMO (spin up / spin down) = 7.410 / 6.926 eV
HOMO (spin up / spin down) = -7.66 / -7.52 eV
Electronic energy = -10129.70850 eV
Energy relative to the best compared isomer or geometry (same formula, charge and spin) = 167.25 kcal per mole
Multiplicity = 2
Total charge = 0

These are the Löwdin partial charges, in e, on atoms 1 to 5: -0.327, -0.452, -0.372, -0.085, -0.260

---

(8)
2 unconnected molecules or ions with the total composition C3H3O4 at a distorted geometry, computed with the ωB97M-V functional and the def2-TZVPD basis.

```
10
Properties=species:S:1:pos:R:3
C -1.16497 -0.88852 -0.07301
C -0.13549 -0.07571 -0.04928
C 2.22921 -0.14944 -0.04721
O 2.65694 -1.22275 0.00238
O 2.40127 1.00963 -0.03311
O -2.51845 -0.32388 -0.02820
O -0.38541 1.33205 0.01636
H -1.00425 -2.02674 -0.03989
H -2.49339 0.55020 0.44658
H 0.41454 1.79518 -0.19462
```

Values from the calculation:
Gap between HOMO and LUMO = 7.365 eV
HOMO = -3.29 eV
Electronic energy = -11348.75878 eV
Energy relative to the best compared isomer or geometry (same formula, charge and spin) = 43.67 kcal per mole
Multiplicity = 1
Total charge = -1

These are the Löwdin partial charges, in e, on atoms 1 to 5: -0.256, -0.219, -0.598, 0.091, 0.055

---

(9)
A molecular structure, C3H3OZn at a distorted geometry, computed with the ωB97M-V functional and the def2-TZVPD basis.

```
8
Properties=species:S:1:pos:R:3
C -0.79084 0.20439 0.21350
C 0.21238 0.85165 -0.76617
C 0.05572 -0.59897 -0.48182
H 1.11169 1.39019 -0.43329
H -0.19697 1.27532 -1.69537
H 0.04201 -1.49354 -1.10616
O 0.39564 -1.50170 2.13742
Zn -0.82964 -0.12734 2.13190
```

Values from the calculation:
Gap between HOMO and LUMO (spin up / spin down) = 7.248 / 7.215 eV
HOMO (spin up / spin down) = -8.79 / -8.82 eV
Electronic energy = -53617.72407 eV
Multiplicity = 2
Total charge = 0

These are the Löwdin partial charges, in e, on atoms 1 to 5: -0.274, -0.235, -0.151, 0.071, 0.073

---

(10)
A molecular structure, C3H45AlFNO18P at a distorted geometry, computed with the ωB97M-V functional and the def2-TZVPD basis.

```
70
Properties=species:S:1:pos:R:3
N 1.50821 0.31884 1.55528
P 1.63707 2.03466 1.10602
O 1.17671 2.03493 -0.54104
Al -0.09831 3.05794 2.41801
C -1.85434 2.89902 1.37028
C -2.89355 1.89174 1.90311
C -2.33126 0.56484 2.32671
F -3.28410 -0.08548 3.16949
H 0.52675 0.14354 1.75833
H 1.98101 0.27182 2.45600
H 0.35245 2.51874 -0.68309
H -0.18711 2.33487 3.85775
H 0.26676 4.60237 2.66975
H -2.32326 3.87792 1.41891
H -1.66490 2.66980 0.32040
H -3.64378 1.67918 1.13904
H -3.43881 2.31024 2.74571
H -1.40599 0.64385 2.88685
H -2.19688 -0.11618 1.48737
O -0.10710 4.48636 -1.47113
H -0.63735 5.17140 -1.89101
H 0.55682 4.25056 -2.13283
O -4.34246 -1.29470 0.15955
H -4.14274 -0.59999 -0.47711
H -4.20366 -0.87815 1.02087
O 2.47167 -1.78331 3.54397
H 3.07647 -2.47729 3.83981
H 2.14998 -2.07232 2.68096
O 0.65286 1.95303 -3.36646
H -0.22668 2.23951 -3.09635
H 1.09336 1.73778 -2.52952
O 3.36498 -4.27740 4.83360
H 3.02550 -4.76672 5.59065
H 4.05999 -4.83717 4.46796
O 2.12112 -5.20665 1.97687
H 2.32010 -4.51040 1.33965
H 2.30827 -4.81841 2.83917
O 3.84962 3.17068 -1.46467
H 3.10135 2.75874 -1.00079
H 3.79439 2.82247 -2.36071
O -5.91443 -3.95722 0.98458
H -5.25281 -3.33367 0.65962
H -5.74082 -4.01399 1.92944
O -1.90580 -2.93956 -0.68077
H -2.77036 -2.58508 -0.43408
H -1.49448 -3.19121 0.15461
O 1.40105 -0.47139 -5.27235
H 2.29895 -0.13621 -5.38239
H 0.98309 0.21361 -4.73001
O 0.75254 -4.08297 -0.65531
H 0.94684 -5.02470 -0.70899
H -0.03261 -3.96494 -1.20597
O 3.84386 -0.86768 -7.45488
H 3.12107 -1.31281 -6.99570
H 3.79087 -1.20031 -8.35629
O 3.03736 4.84618 2.38452
H 3.29765 4.56143 1.49992
H 3.83102 4.72903 2.91662
O -0.15801 -2.49621 4.84399
H 0.76938 -2.23516 4.74405
H -0.54550 -1.80507 5.39064
O 3.74299 1.70595 -6.00937
H 4.31948 1.12856 -6.52486
H 3.91778 2.59568 -6.32993
O -1.40443 -1.08867 -6.41476
H -2.13597 -0.59964 -6.02569
H -0.63132 -0.82536 -5.89769
O -6.01334 0.51913 2.20797
H -6.89670 0.80630 2.45797
H -5.57050 0.30531 3.03780
```

Values from the calculation:
Gap between HOMO and LUMO = 5.667 eV
HOMO = -3.85 eV
Electronic energy = -60792.36087 eV
Multiplicity = 1
Total charge = -1

These are the Löwdin partial charges, in e, on atoms 1 to 5: -0.259, 0.690, -0.466, 0.175, -0.312